Record 1
C15H22N2O4 | the ωB97M-V functional and the def2-TZVPD basis

Geometry (Å):
C  -4.92  1.89  0.39
C  -3.82  1.31  1.24
C  -2.74  2.40  1.63
C  -3.11  0.05  0.67
C  -2.64  -0.02  -0.82
N  -3.69  -0.14  -1.79
C  -1.62  -1.17  -0.94
O  -1.62  -2.01  -1.78
N  -0.52  -1.03  -0.12
C  0.51  -2.04  -0.07
C  1.71  -1.77  -1.03
C  2.33  -0.34  -0.74
C  3.03  -0.03  0.41
C  3.50  1.23  0.70
C  3.40  2.15  -0.31
O  4.08  3.48  -0.04
C  2.62  1.97  -1.39
C  2.14  0.62  -1.62
C  1.05  -2.23  1.40
O  1.01  -1.41  2.24
O  1.79  -3.27  1.53
H  -5.88  2.30  0.95
H  -4.47  2.59  -0.37
H  -5.39  1.12  -0.38
H  -4.18  0.79  2.19
H  -2.18  2.44  0.64
H  -2.28  2.03  2.50
H  -2.96  3.48  1.79
H  -3.77  -0.79  1.05
H  -2.10  -0.13  1.39
H  -2.04  0.96  -0.92
H  -4.14  -1.05  -1.65
H  -3.32  0.01  -2.78
H  -0.47  -0.16  0.47
H  0.22  -2.98  -0.52
H  2.42  -2.58  -1.07
H  1.18  -1.65  -2.07
H  3.08  -0.77  1.15
H  4.27  1.35  1.58
H  4.62  3.32  0.81
H  2.40  2.70  -2.08
H  1.69  0.49  -2.58
H  1.87  -3.77  0.65

Computed properties:
HOMO level, eV: -9.167
SMILES: CC(C)C[C@H](N)C(=O)N[C@@H](Cc1ccc(O)cc1)C(=O)O
Relative energy (zero: lowest compared OMol25 entry of this formula, charge and spin), eV: 4.2836
E, eV: -27079.795

Now the natural (NBO) charges, all in e: -0.64 -0.23 -0.62 -0.39 -0.16 -0.84 0.68 -0.62 -0.65 -0.16 -0.41 -0.08 -0.17 -0.26 0.30 -0.71 -0.27 -0.16 0.79 -0.57 -0.65 0.23 0.21 0.23 0.20 0.19 0.21 0.22 0.22 0.21 0.21 0.38 0.38 0.43 0.24 0.21 0.24 0.21 0.22 0.47 0.23 0.21 0.49

---

Record 2
C15H22N3O3 | the ωB97M-V functional and the def2-TZVPD basis

Geometry (Å):
C  0.30  0.98  1.42
C  0.31  -0.30  0.46
N  0.85  -1.55  1.07
C  2.22  -1.37  1.65
C  3.05  -2.75  1.65
C  3.05  -3.39  3.13
O  3.47  -2.69  4.12
O  2.66  -4.69  3.36
C  -0.09  -2.18  2.01
C  -0.57  -1.59  3.41
O  -0.55  -3.31  1.67
H  -0.53  0.98  2.20
H  1.29  1.19  1.95
H  0.10  1.91  0.74
H  0.88  -0.11  -0.52
H  -0.79  -0.53  0.19
H  2.23  -0.95  2.71
H  2.77  -0.61  0.97
H  4.13  -2.48  1.39
H  2.58  -3.45  0.88
H  -1.67  -1.29  3.28
H  -0.59  -2.47  4.17
H  0.09  -0.77  3.84
N  1.97  1.40  -2.58
C  1.42  1.32  -3.83
C  0.98  2.57  -4.19
C  1.28  3.44  -3.11
C  1.89  2.70  -2.14
H  2.37  0.63  -2.07
H  1.39  0.37  -4.36
H  0.49  2.82  -5.12
H  1.07  4.50  -3.06
H  2.28  2.97  -1.17
N  -3.58  0.00  -0.83
C  -4.13  -0.09  -2.08
C  -4.57  1.16  -2.44
C  -4.27  2.04  -1.36
C  -3.65  1.29  -0.39
H  -3.18  -0.77  -0.32
H  -4.16  -1.03  -2.61
H  -5.06  1.42  -3.37
H  -4.48  3.09  -1.31
H  -3.27  1.57  0.58

Computed properties:
Total charge: -1
HOMO level, eV: -3.823
E, eV: -26523.447

Now the natural (NBO) charges, all in e: -0.66 -0.20 -0.54 -0.23 -0.52 0.73 -0.77 -0.81 0.72 -0.75 -0.53 0.21 0.22 0.21 0.19 0.19 0.21 0.18 0.21 0.23 0.22 0.27 0.23 -0.51 -0.07 -0.31 -0.30 -0.08 0.42 0.21 0.22 0.22 0.21 -0.50 -0.07 -0.32 -0.30 -0.08 0.42 0.21 0.22 0.22 0.21